# 1
Below is a gas-phase ion, C12H17BrN (charge +1), with properties calculated with ωB97M-V with the def2-TZVPD basis set.

**E_HOMO (alpha / beta)**: -10.0 / -9.4 eV
**Relative energy (zero: lowest compared OMol25 entry of this formula, charge and spin)**: 112.43 kcal per mole
**Lowest unoccupied orbital energy (alpha / beta)**: -0.1912 / -0.2142 Eh
**HOMO-LUMO gap (alpha / beta)**: 4.765 / 3.541 eV
**Net charge**: +1

Atoms and positions in Å:
1 C -1.27435 2.98536 -0.01474
2 C 0.08761 3.27162 -0.38822
3 C -1.75142 1.73202 0.15523
4 C 0.96358 2.19867 -0.40186
5 C -0.92118 0.64555 0.32515
6 C 0.49554 0.98106 0.07538
7 C -1.39237 -0.72820 0.37132
8 C -2.12516 -1.20176 -0.89221
9 C -0.05788 -2.00310 -1.88182
10 C 1.54036 0.00157 0.37556
11 C 2.89523 -0.87904 2.34986
12 C 1.57063 -0.91556 1.59885
13 N -1.33545 -1.24577 -2.18180
14 Br 2.93085 -0.33624 -0.76266
15 H -2.06330 3.76059 -0.22345
16 H 0.32688 4.24845 -0.69403
17 H -2.82173 1.51924 0.38916
18 H 1.98602 2.37085 -0.58168
19 H -0.62143 -1.42993 0.70786
20 H -2.14711 -0.63148 1.10519
21 H -2.67024 -2.18315 -0.71494
22 H -2.80628 -0.42555 -1.08336
23 H -0.23859 -3.00286 -1.53076
24 H 0.82903 -1.68053 -2.31887
25 H 3.21481 0.12888 2.61462
26 H 3.66543 -1.38922 1.82672
27 H 2.82809 -1.29839 3.33345
28 H 0.71801 -0.48446 2.39634
29 H 1.22804 -1.84286 1.31935
30 H -1.99372 -1.83395 -2.74562
31 H -1.05988 -0.33183 -2.52803

# 2
Below is 10 unconnected molecules or ions with the total composition C12H17Cl27INO2P, with properties calculated with ωB97M-V with the def2-TZVPD basis set.

**E_HOMO**: -12.1 eV
**Lowest unoccupied orbital energy**: -0.1033 Eh
**HOMO-LUMO gap**: 9.257 eV
**Net charge**: +1

Atoms and positions in Å:
1 O 4.99302 1.51774 3.61542
2 P 4.34161 2.89165 3.01302
3 I 5.03199 2.88623 0.66112
4 C 2.58851 2.30955 3.08606
5 C 1.41017 3.28908 2.83163
6 O 0.52631 2.55354 1.99642
7 C 0.66693 1.23735 2.40800
8 N 2.16032 1.11347 2.29192
9 H 5.94533 1.54141 3.43763
10 H 2.51719 1.97131 4.11333
11 H 1.66607 4.23790 2.39340
12 H 0.92959 3.42381 3.79087
13 H 0.17511 0.54699 1.75979
14 H 0.36582 1.20616 3.44636
15 H 2.56129 0.23075 2.60458
16 H 2.35974 1.21482 1.29137
17 C 5.11310 -2.44286 4.29151
18 Cl 3.89257 -1.28543 3.71944
19 Cl 4.34487 -3.84276 5.02510
20 Cl 6.17057 -2.91494 2.96702
21 H 5.70997 -1.94533 5.04297
22 C 5.03527 -0.98927 -1.89925
23 Cl 4.13708 -0.65811 -0.40939
24 Cl 5.40370 0.51501 -2.74175
25 Cl 6.50282 -1.89132 -1.54731
26 H 4.40772 -1.59297 -2.53957
27 C -0.05749 -1.36753 -0.56778
28 Cl 0.67256 0.23398 -0.77521
29 Cl 0.15717 -2.33773 -2.00682
30 Cl 0.63100 -2.17621 0.85091
31 H -1.11835 -1.23488 -0.39974
32 C -3.70087 -2.39743 -4.00014
33 Cl -3.07612 -4.01680 -4.31159
34 Cl -5.45959 -2.36884 -4.06281
35 Cl -3.12288 -1.80397 -2.43497
36 H -3.32276 -1.73666 -4.76710
37 C 3.63605 -7.95987 5.97730
38 Cl 4.60920 -8.26813 7.41279
39 Cl 2.53775 -9.29910 5.65983
40 Cl 2.73953 -6.44421 6.14453
41 H 4.30272 -7.86227 5.13241
42 C 1.24754 5.79212 -0.64554
43 Cl 1.32532 4.02336 -0.65140
44 Cl -0.42149 6.34128 -0.60277
45 Cl 2.16296 6.45060 0.71387
46 H 1.70415 6.15605 -1.55748
47 C 3.54451 8.94609 -3.15759
48 Cl 4.52749 8.81786 -1.70010
49 Cl 2.51830 7.51366 -3.34192
50 Cl 2.56810 10.40788 -3.13438
51 H 4.20624 8.99077 -4.01074
52 C -9.86160 -1.34374 -4.02117
53 Cl -10.76371 -1.02575 -2.54183
54 Cl -9.54130 0.15321 -4.89776
55 Cl -8.35269 -2.19342 -3.66371
56 H -10.46579 -1.98063 -4.65117
57 C -12.62152 -4.69835 -4.99017
58 Cl -13.51055 -4.35790 -3.50848
59 Cl -12.32765 -3.21033 -5.89727
60 Cl -11.09956 -5.51540 -4.63611
61 H -13.22336 -5.35153 -5.60558

Result set for max |F|: 5.8; 1.1 eV/Å, one per record in the order listed.
Result set for calculated total energy: -3095.76126; -13736.63636 a.u., one per record in the order listed.